216
Properties=species:S:1:pos:R:3 method="wB97M-V/def2-TZVPD" total_charge=+10 lumo_ev=-14.4 energy_ev=-128668.6812 homo_energy_ev=-22.6 homo_lumo_gap_ev=8.2
C 5.0452 -2.1064 3.2444
C 4.4365 -3.4969 3.7668
N 3.7915 -3.2208 4.9990
C 2.5824 -2.6565 5.1192
C 2.3864 -2.3962 6.5186
N 3.4200 -2.8433 7.2420
C 4.3594 -3.2267 6.2797
C 3.3904 -2.9230 8.6599
H 6.0539 -2.0426 3.6526
H 4.3999 -1.2363 3.3655
H 5.3218 -2.1472 2.1909
H 5.1374 -4.3312 3.7946
H 3.7266 -3.9645 3.0845
H 1.8638 -2.4792 4.3328
H 1.5462 -1.9383 7.0194
H 5.3518 -3.6296 6.4185
H 2.3649 -2.8367 9.0191
H 4.0610 -2.2385 9.1794
H 3.6673 -3.9252 8.9869
C -0.9057 -2.8680 -7.3866
C 0.5267 -2.3972 -6.9238
N 1.3198 -1.7448 -7.9818
C 1.8125 -0.4887 -8.0184
C 2.5813 -0.3503 -9.1858
N 2.6829 -1.6111 -9.7960
C 1.8202 -2.4220 -9.1160
C 3.4654 -2.0917 -10.9105
H -1.3730 -3.4359 -6.5821
H -1.0874 -3.3815 -8.3308
H -1.4602 -1.9431 -7.5451
H 1.0899 -3.2206 -6.4846
H 0.4273 -1.7214 -6.0744
H 1.3698 0.2993 -7.4273
H 3.0714 0.5408 -9.5493
H 1.6213 -3.4682 -9.2954
H 4.1738 -1.2964 -11.1422
H 2.8057 -2.1979 -11.7717
H 3.9808 -3.0243 -10.6811
C 0.0798 11.2674 -4.8689
C -1.3535 10.7546 -5.1177
N -1.3145 9.3427 -5.1817
C -0.9750 8.6709 -6.3210
C -0.7212 7.3057 -5.9492
N -1.0699 7.1857 -4.5926
C -1.4577 8.4408 -4.0969
C -1.1066 6.0081 -3.8542
H -0.0163 12.3205 -4.6046
H 0.6489 11.1996 -5.7961
H 0.4995 10.6504 -4.0744
H -1.6733 11.2117 -6.0541
H -2.0681 11.0748 -4.3595
H -0.9225 9.1530 -7.2861
H -0.4093 6.4326 -6.5030
H -1.7187 8.5925 -3.0599
H -0.5457 6.1522 -2.9308
H -0.6213 5.1994 -4.4007
H -2.1236 5.7229 -3.5850
C 4.5558 2.5224 -2.9239
C 5.2778 3.7573 -2.3965
N 6.7194 3.6961 -2.5604
C 7.3478 3.9963 -3.7666
C 8.7247 3.9919 -3.4313
N 8.9085 3.5764 -2.0955
C 7.6390 3.5376 -1.5030
C 10.1963 3.4058 -1.3524
H 4.6607 2.5823 -4.0072
H 3.4946 2.4444 -2.6877
H 4.8924 1.6009 -2.4489
H 5.0636 4.0115 -1.3585
H 4.9120 4.6259 -2.9440
H 6.7137 4.2117 -4.6138
H 9.5522 4.2279 -4.0839
H 7.3638 3.4351 -0.4636
H 9.9762 2.7910 -0.4797
H 10.5487 4.3701 -0.9860
H 10.9839 2.9760 -1.9712
C -0.1581 11.5836 5.3162
C 0.3078 10.4774 4.3433
N -0.3766 9.1925 4.6205
C -0.2554 8.5054 5.7879
C -0.8119 7.2325 5.5761
N -1.2787 7.1068 4.2459
C -1.0326 8.3788 3.7068
C -1.9920 5.9788 3.5635
H 0.3678 11.5123 6.2683
H -1.1460 11.5011 5.7695
H -0.1263 12.5627 4.8382
H 1.3651 10.3026 4.5422
H 0.2636 10.7549 3.2902
H 0.2887 8.8829 6.6410
H -0.7812 6.3829 6.2423
H -1.2026 8.6506 2.6754
H -1.4108 5.7844 2.6621
H -3.0067 6.3551 3.4330
H -1.8620 5.1250 4.2284
C -0.8909 -7.1966 -2.8637
C -0.2447 -7.8009 -1.6430
N 0.6911 -8.8620 -1.9542
C 0.5870 -10.1524 -1.4257
C 1.5134 -10.9394 -2.0111
N 2.2858 -10.0998 -2.8465
C 1.7523 -8.8243 -2.8311
C 3.4063 -10.5041 -3.5975
H -0.1112 -6.8698 -3.5516
H -1.5573 -6.3475 -2.7118
H -1.4555 -7.9262 -3.4441
H -0.9943 -8.2323 -0.9796
H 0.3069 -6.9805 -1.1839
H -0.2306 -10.3198 -0.7401
H 1.7952 -11.9810 -1.9659
H 2.1652 -7.9442 -3.3016
H 3.5693 -9.8654 -4.4656
H 3.3697 -11.5836 -3.7445
H 4.2643 -10.4038 -2.9329
C 4.2995 -3.4872 -2.4897
C 5.5652 -3.8307 -3.3465
N 6.1818 -2.7459 -4.0422
C 7.0943 -1.8813 -3.4133
C 7.5517 -1.0430 -4.4501
N 6.9617 -1.4096 -5.6014
C 6.0857 -2.4049 -5.3672
C 7.3141 -0.7903 -6.8211
H 3.3989 -3.3514 -3.0886
H 4.5553 -2.6341 -1.8613
H 4.0588 -4.3540 -1.8741
H 5.4162 -4.6748 -4.0199
H 6.2849 -4.2645 -2.6523
H 7.2755 -1.9726 -2.3526
H 8.2183 -0.2090 -4.6128
H 5.4255 -2.8785 -6.0786
H 6.9225 -1.4692 -7.5786
H 8.3863 -0.8227 -7.0148
H 6.7612 0.1488 -6.8413
C 3.5726 3.5644 4.1747
C 2.8003 2.7258 5.1743
N 3.5612 2.3479 6.3356
C 4.8741 1.8538 6.2330
C 5.3239 1.7316 7.5582
N 4.3023 2.1963 8.3881
C 3.1804 2.6486 7.6345
C 4.3826 2.2445 9.8163
H 4.1646 4.3836 4.5830
H 2.9718 3.9935 3.3728
H 4.1489 2.7931 3.6639
H 2.4243 1.8099 4.7185
H 1.9595 3.3615 5.4521
H 5.4338 1.6638 5.3291
H 6.1344 1.2070 8.0421
H 2.3106 3.1554 8.0255
H 5.4238 2.1814 10.1326
H 3.7868 1.4407 10.2488
H 4.0488 3.2463 10.0866
C -5.4268 0.8273 3.6450
C -6.4200 1.5090 4.6406
N -7.0965 0.6469 5.6194
C -8.2031 -0.2400 5.4631
C -8.4567 -0.7913 6.7404
N -7.4556 -0.4369 7.6198
C -6.6672 0.4271 6.9427
C -7.1328 -0.9769 8.8424
H -4.9510 1.6128 3.0578
H -5.9798 0.1571 2.9869
H -4.6052 0.3107 4.1411
H -7.2025 2.0353 4.0940
H -5.7970 2.2324 5.1666
H -8.7563 -0.3544 4.5426
H -9.2406 -1.4256 7.1272
H -5.6710 0.7097 7.2497
H -6.7948 -2.0116 8.8987
H -7.9154 -0.8205 9.5848
H -6.2542 -0.4383 9.1976
C -6.5190 -0.6410 -2.8643
C -7.2715 -0.2607 -1.5390
N -7.4085 1.1266 -1.3590
C -6.5256 2.1234 -1.8320
C -7.0728 3.3545 -1.5452
N -8.1952 3.1857 -0.8010
C -8.4283 1.8180 -0.7430
C -8.8598 4.3158 -0.1449
H -6.8756 0.0488 -3.6292
H -6.6664 -1.6617 -3.2173
H -5.4508 -0.4287 -2.8214
H -6.8868 -0.8069 -0.6777
H -8.2761 -0.6278 -1.7489
H -5.6183 2.0211 -2.4089
H -6.7410 4.3701 -1.7034
H -9.1729 1.2566 -0.1981
H -9.2350 5.0122 -0.8949
H -8.1741 4.9273 0.4415
H -9.6707 4.1345 0.5605
C -6.0297 -6.5931 1.1544
C -5.9844 -8.1276 0.8006
N -7.1981 -8.8494 1.1435
C -7.9126 -8.7175 2.3420
C -8.9277 -9.6816 2.2571
N -8.6922 -10.4211 1.1469
C -7.6340 -9.9107 0.4333
C -9.3792 -11.6372 0.8676
H -6.0222 -6.3426 2.2152
H -6.9539 -6.1798 0.7506
H -5.2730 -6.0151 0.6239
H -5.1414 -8.5573 1.3417
H -5.7782 -8.2978 -0.2561
H -7.6861 -7.9397 3.0563
H -9.7713 -9.8903 2.8984
H -7.2067 -10.2199 -0.5091
H -9.3222 -11.9202 -0.1835
H -10.4229 -11.5750 1.1757
H -8.9094 -12.4441 1.4300
P -0.5477 -0.4304 -0.0210
F -2.1180 -1.0066 -0.1067
F -0.8036 -0.0993 1.5285
F -0.1140 -1.9313 0.3546
F 0.9601 0.2598 0.1828
F -0.3792 -0.6861 -1.6139
F -1.1045 1.0783 -0.4275